137
Properties=species:S:1:pos:R:3:forces:R:3 method="wB97M-V/def2-TZVPD" spin_multiplicity=1 e_lumo_ev=1.63 energy_ha=-2681.136830 e_homo_ev=-4.04 charge=-1
C 9.5970 3.2605 -0.3100 0.135 -0.694 0.038
C 8.5014 2.0885 -0.3770 1.022 1.172 0.209
C 9.2222 0.8949 -1.1274 0.214 -0.043 1.270
C 8.1959 1.7570 1.1578 0.348 -0.114 -0.779
C 7.2676 2.7117 -1.1437 0.775 -0.256 -0.129
C 6.1666 1.7054 -1.6894 -1.079 1.073 -0.101
C 6.4648 1.3881 -3.2071 -0.609 -0.119 0.244
C 5.9671 0.3808 -0.8581 -0.389 -0.556 -0.965
C 4.7790 2.4875 -1.5962 -1.287 0.697 0.678
C 4.3076 2.8582 -0.2298 -1.731 0.720 -2.211
C 3.0178 3.5416 -0.0650 0.979 -0.660 -1.540
C 2.1623 3.8653 -1.2318 2.723 -0.667 0.129
O 0.9182 4.4878 -1.0106 0.781 -1.727 -0.408
C -0.0045 3.3689 -0.7938 -0.842 0.051 0.162
C -1.4797 3.8443 -0.5282 0.431 -0.857 0.430
O -2.3249 2.7859 -1.0261 0.054 0.691 0.765
C -3.5604 2.7621 -0.2617 -0.909 0.975 -0.357
C -4.7948 2.3429 -1.1389 0.155 -0.683 0.953
C -5.1157 0.8002 -1.1125 -1.379 0.396 -0.759
N -5.2135 0.2636 0.2762 0.355 -0.409 -0.006
C -6.5570 0.5656 -1.7686 -0.955 -1.535 -2.873
O -7.5291 1.3169 -1.5007 1.198 0.138 0.996
O -6.6624 -0.4152 -2.6168 1.095 1.521 1.921
C 2.6566 3.5215 -2.5569 0.501 -0.221 1.533
C 3.9512 2.8293 -2.7426 -0.989 0.677 2.010
H 10.4539 2.8745 0.3187 -0.868 0.579 -0.522
H 9.1835 4.1977 0.1555 0.421 -0.830 -0.534
H 10.0436 3.4617 -1.3264 -0.687 0.008 0.916
H 8.8328 -0.0789 -0.7141 0.284 0.835 -0.921
H 10.3159 0.9131 -0.8309 -1.099 -0.015 -0.385
H 9.1743 0.9561 -2.2409 -0.123 -0.143 0.990
H 9.1676 1.8180 1.7218 -0.981 -0.016 -0.397
H 7.4760 2.5235 1.5679 0.711 -0.925 -0.295
H 7.8187 0.7094 1.2869 0.083 1.039 -0.041
H 7.6968 3.2461 -2.0474 -0.473 -0.542 0.890
H 6.8510 3.5396 -0.4971 0.196 -1.070 -0.592
H 6.6334 2.3480 -3.7729 -0.003 -1.000 0.523
H 5.5531 0.9100 -3.6676 0.986 0.252 0.438
H 7.3269 0.6807 -3.3154 -0.683 0.713 0.082
H 4.9654 -0.0503 -1.1614 1.012 0.464 0.369
H 6.7236 -0.3941 -1.1750 -0.585 0.843 0.624
H 5.9406 0.5137 0.2496 0.166 -0.021 -0.998
H 4.9422 2.6066 0.6607 -0.793 0.355 -0.979
H 2.6783 3.8240 0.9632 0.248 -0.285 -1.118
H -0.0099 2.7005 -1.7033 0.042 0.640 0.973
H 0.3667 2.8124 0.1127 -0.402 0.264 -1.011
H -1.7201 4.8397 -0.9984 0.276 -0.902 0.343
H -1.6548 3.8850 0.5884 0.350 0.383 -1.081
H -3.4735 2.1341 0.6765 0.014 0.477 -1.089
H -3.7456 3.8387 0.0482 0.077 -1.123 -0.126
H -4.6641 2.6683 -2.2078 -0.124 -0.150 1.106
H -5.6960 2.8515 -0.6816 0.827 -0.506 -0.704
H -4.3978 0.2190 -1.7496 -0.503 0.458 0.918
H -6.1798 0.3642 0.6120 0.393 0.220 -0.390
H -5.0805 -0.7537 0.2327 -0.008 0.532 -0.052
H 2.0030 3.7961 -3.4271 0.847 -0.402 0.868
H 4.2510 2.5777 -3.7833 -0.186 0.312 1.036
C -8.0137 1.6672 3.3123 -0.069 -0.145 -0.082
O -6.9676 0.8807 3.8676 -0.054 0.298 0.073
C -5.6793 1.4162 3.5821 0.112 -0.309 0.298
C -5.1111 2.1727 4.7731 -0.112 0.208 -0.365
O -5.8703 3.3461 5.0567 -0.123 -0.225 0.177
C -6.7634 3.1660 6.1412 0.133 0.176 0.001
H -8.9540 1.3574 3.7712 0.079 -0.092 0.011
H -7.8691 2.7333 3.5061 0.048 -0.036 -0.025
H -8.0765 1.4951 2.2337 -0.039 0.133 -0.042
H -5.7118 2.0541 2.6941 0.030 -0.019 0.045
H -5.0244 0.5687 3.3603 0.033 0.073 -0.097
H -4.0953 2.4976 4.5310 0.020 -0.022 -0.016
H -5.0578 1.5234 5.6545 -0.064 0.007 -0.033
H -6.2069 3.1791 7.0860 -0.070 -0.105 0.063
H -7.3282 2.2343 6.0597 0.031 -0.003 -0.021
H -7.4614 4.0036 6.1491 0.045 0.007 -0.077
C -9.1390 -5.4600 3.3739 -0.087 0.015 0.042
O -8.7785 -4.5612 4.4106 0.138 -0.152 -0.181
C -7.3676 -4.4065 4.5309 -0.156 0.356 0.215
C -6.8882 -3.1170 3.8808 0.114 -0.257 -0.358
O -7.0711 -3.1520 2.4692 -0.222 -0.076 0.374
C -8.2224 -2.4303 2.0531 0.106 0.222 -0.236
H -10.2037 -5.3369 3.1708 0.031 0.039 0.099
H -8.5869 -5.2626 2.4515 0.019 0.006 0.058
H -8.9603 -6.4920 3.6950 0.032 -0.079 -0.099
H -6.8430 -5.2713 4.1112 -0.032 0.045 -0.072
H -7.1414 -4.3645 5.6017 0.034 0.000 0.003
H -5.8153 -3.0077 4.0646 0.016 0.007 0.049
H -7.3955 -2.2500 4.3174 -0.006 -0.056 -0.015
H -8.0183 -1.3554 2.0998 -0.116 0.003 0.055
H -9.0993 -2.6663 2.6612 0.048 -0.016 0.048
H -8.4321 -2.6883 1.0154 0.118 -0.034 0.024
C 6.0743 4.0621 -6.8497 -0.093 -0.089 0.046
O 5.8710 4.3214 -5.4699 0.139 0.160 -0.240
C 6.7649 5.3058 -4.9622 -0.332 -0.075 0.345
C 6.0888 6.6623 -4.8380 0.263 0.048 -0.267
O 5.7477 7.1907 -6.1157 -0.135 -0.245 0.097
C 4.3747 7.0132 -6.4289 -0.006 0.222 -0.031
H 5.2119 3.5071 -7.2211 0.025 -0.013 0.104
H 6.1677 4.9847 -7.4286 0.029 -0.012 0.047
H 6.9713 3.4497 -6.9877 0.049 0.024 -0.092
H 7.6641 5.3741 -5.5835 -0.064 0.050 -0.046
H 7.0717 4.9752 -3.9643 0.011 0.031 0.018
H 6.7891 7.3634 -4.3754 0.014 -0.010 0.038
H 5.2036 6.5957 -4.1964 0.038 -0.085 -0.038
H 3.7701 7.7297 -5.8623 -0.087 -0.106 0.027
H 4.0322 5.9971 -6.2202 0.027 0.018 0.032
H 4.2390 7.2218 -7.4901 0.099 0.002 0.018
C -8.8723 -8.0032 6.6951 0.076 0.120 -0.116
O -8.8023 -9.0829 5.7757 -0.209 -0.023 0.265
C -9.2062 -10.3183 6.3524 0.052 -0.009 -0.484
C -10.6284 -10.6813 5.9527 -0.015 0.075 0.428
O -11.5708 -9.7664 6.5014 0.175 0.062 -0.236
C -12.0074 -8.8014 5.5562 -0.193 -0.055 0.053
H -8.8008 -7.0717 6.1317 0.040 -0.072 -0.031
H -9.8141 -7.9993 7.2501 0.032 -0.050 -0.012
H -8.0332 -8.0545 7.3960 -0.033 0.032 0.090
H -9.1032 -10.2932 7.4422 -0.089 0.032 -0.018
H -8.5275 -11.0872 5.9695 -0.021 -0.034 0.024
H -10.8663 -11.6699 6.3562 0.017 -0.034 -0.013
H -10.7233 -10.7293 4.8625 0.063 0.055 0.038
H -12.7143 -9.2617 4.8569 0.060 0.057 -0.098
H -11.1754 -8.3612 5.0020 0.004 -0.032 0.019
H -12.5311 -8.0117 6.0947 0.047 -0.059 0.064
C 8.7007 -4.0732 -5.1344 0.060 -0.063 -0.077
O 9.2378 -3.0862 -6.0014 -0.114 0.061 0.295
C 8.6423 -1.8081 -5.8074 0.354 0.038 -0.264
C 9.5339 -0.8968 -4.9780 -0.357 -0.071 0.231
O 9.6674 -1.3761 -3.6435 0.146 -0.155 -0.272
C 10.8938 -2.0561 -3.4314 0.009 0.152 0.195
H 9.3628 -4.9396 -5.1556 -0.003 0.062 -0.092
H 8.6309 -3.7161 -4.1035 -0.024 0.027 -0.046
H 7.7104 -4.3802 -5.4842 -0.052 -0.022 0.089
H 7.6522 -1.9039 -5.3500 0.063 0.015 0.068
H 8.5114 -1.3626 -6.7985 -0.023 0.034 0.022
H 9.0695 0.0922 -4.9208 -0.005 0.028 -0.041
H 10.5162 -0.7822 -5.4491 -0.045 -0.070 -0.009
H 11.7114 -1.3301 -3.3571 0.076 -0.072 -0.072
H 11.1100 -2.7739 -4.2260 -0.028 0.032 -0.013
H 10.8273 -2.5874 -2.4819 -0.089 0.041 -0.016